1.
DFT (the ωB97M-V functional and the def2-TZVPD basis) results for a molecular structure, C14H17O4SSe2W.

```
39
Properties=species:S:1:pos:R:3:forces:R:3
W 0.958 0.009 0.360 -0.7574 0.0392 -0.1717
C 3.738 -0.239 -0.560 0.1209 -0.0982 -0.0678
Se 2.353 0.690 -1.598 0.2956 0.2191 -0.2198
C 2.805 2.578 -1.219 0.0172 -0.0827 -0.0272
C 2.980 2.971 0.231 -0.0513 0.0128 0.0531
Se 1.808 1.977 1.470 0.1365 0.1263 -0.0311
C 0.626 3.292 2.284 -0.0750 0.0756 0.0363
H 4.663 0.323 -0.682 -0.0169 0.0584 -0.0086
H 3.853 -1.235 -0.977 -0.0348 -0.0149 -0.0376
H 3.527 -0.301 0.513 0.0177 -0.0172 0.0781
H 1.993 3.115 -1.706 -0.0016 0.0585 0.0090
H 3.720 2.759 -1.783 0.0083 0.0613 -0.0208
H 2.716 4.016 0.387 0.0821 0.0543 -0.0252
H 3.988 2.807 0.602 0.0376 -0.0094 -0.0227
H 0.210 3.918 1.501 -0.0083 0.0011 -0.0031
H 1.235 3.860 2.981 0.0032 0.0177 0.0130
H -0.146 2.733 2.808 0.0078 -0.0235 0.0021
C -2.902 -3.510 -0.194 -0.0063 -0.0515 -0.0609
C -1.653 -3.717 0.375 0.0866 0.0632 0.0402
C -0.408 -2.879 0.293 -0.0106 0.1596 0.1119
C -1.372 -0.822 -0.733 0.0977 -0.2033 0.0477
C -0.828 0.436 -0.664 0.3904 -0.0558 0.2956
C -1.657 1.530 -0.945 -0.0191 0.1029 -0.0451
C -2.985 1.318 -1.289 0.0142 -0.0244 0.0028
C -3.505 0.031 -1.278 -0.0464 0.0413 -0.0066
C -2.711 -1.092 -0.960 -0.2078 -0.0015 -0.1439
C -3.350 -2.360 -0.800 -0.0052 0.0467 -0.0186
H -3.606 -4.330 -0.104 0.0120 0.0032 -0.0113
H -2.099 -5.400 1.195 0.0499 0.0183 -0.0043
H 0.412 -3.546 0.020 -0.0114 -0.0781 -0.0633
H -1.277 2.544 -0.903 -0.0079 0.0041 0.0135
H -3.622 2.155 -1.540 -0.0050 -0.0185 0.0074
H -4.555 -0.123 -1.495 0.0134 0.0104 0.0000
H -4.382 -2.393 -1.140 0.0018 0.0046 0.0096
O -1.364 -4.768 1.070 -0.0552 -0.0817 0.0654
S 0.186 -2.120 1.940 -0.1641 -0.0460 -0.0251
O -0.356 -1.793 -0.601 0.0264 -0.1494 0.0883
O 1.551 -1.636 1.268 -0.0014 -0.0926 0.0065
O -0.545 -0.797 1.872 0.0662 -0.1300 0.1344
```
Forces are in eV/Å.

total charge	+3
HOMO level (spin up / spin down)	-18.703 / -18.641	eV
calculated total energy	-6111.61584	hartree
LUMO (spin up / spin down)	-11.600 / -11.594	eV


2.
DFT (the ωB97M-V functional and the def2-TZVPD basis) results for a molecular structure, C14H18BBaN10O.

```
45
Properties=species:S:1:pos:R:3:forces:R:3
Ba -0.407 1.762 -0.389 -1.3644 0.1902 0.1073
C 3.039 -0.724 1.566 -0.0573 -0.0033 -0.0668
C 2.464 0.521 1.303 0.0661 -0.2933 0.0066
N 1.212 0.381 0.878 0.7923 -0.5221 0.7864
N 0.949 -0.944 0.860 0.0881 -0.4319 -0.0725
C 2.041 -1.625 1.273 0.3045 0.0738 0.0874
B -0.476 -1.487 0.619 -0.1800 1.1080 0.3733
N -1.481 -0.742 1.554 -0.1234 -0.6024 0.3149
C -2.105 -1.140 2.688 -0.0475 0.2276 -0.0637
C -2.958 -0.143 3.101 0.0949 -0.0249 0.0024
C -2.784 0.869 2.157 -0.0499 -0.2674 0.0767
N -1.903 0.510 1.228 -0.7170 -0.5796 0.5303
N -0.975 -1.298 -0.824 -0.1264 -0.4741 -0.0278
C -2.001 -1.978 -1.390 -0.1487 0.0823 -0.2872
C -2.201 -1.488 -2.658 -0.0451 -0.0236 0.0528
C -1.248 -0.470 -2.790 -0.0297 -0.2889 0.1020
N -0.522 -0.356 -1.680 0.3261 -1.2287 -1.0012
N -0.406 -3.025 0.879 0.4231 -1.1991 -1.0859
C -0.145 -3.978 -0.002 -0.4612 1.2950 -0.1085
C 0.013 -5.211 0.706 0.1634 -0.7911 0.4861
C -0.150 -4.871 2.055 0.1138 0.4489 -0.4451
N -0.324 -3.566 2.144 -0.2966 0.0116 1.2606
H 4.034 -0.934 1.917 -0.0194 -0.0189 0.0157
H 2.907 1.499 1.413 -0.0386 0.0274 -0.0419
H 2.068 -2.698 1.356 -0.0525 0.0231 -0.0225
H -1.895 -2.082 3.147 0.0553 -0.2703 0.0649
H -3.606 -0.151 3.960 0.0169 0.0087 0.0019
H -3.283 1.825 2.110 0.0690 0.0418 -0.0479
H -2.529 -2.762 -0.871 -0.0154 0.0619 0.0735
H -2.931 -1.812 -3.379 0.0137 -0.0069 -0.0006
H -1.045 0.145 -3.652 -0.0012 0.0934 0.0573
H -0.097 -3.781 -1.064 0.0645 -0.0506 0.0237
H 0.266 -6.178 0.299 -0.0527 0.0486 -0.1309
H -0.085 -5.492 2.933 -0.0156 0.0388 0.0219
C 2.443 3.590 -2.813 -0.0980 -0.2312 0.0764
N 1.896 4.817 -2.263 -0.1346 -0.1671 0.0741
C 0.869 4.821 -1.404 0.3843 0.6629 -0.2674
N 0.440 6.009 -0.953 -0.1419 -0.0344 0.1108
O 0.331 3.741 -1.031 1.1354 2.9897 -0.9352
H 3.245 3.839 -3.501 0.0066 0.0270 -0.0059
H 1.680 3.029 -3.356 0.0254 0.0684 -0.0521
H 2.846 2.951 -2.025 0.0499 0.0655 -0.0126
H 2.293 5.690 -2.562 -0.0011 0.0507 0.0154
H 0.853 6.884 -1.225 0.0703 -0.0373 -0.0693
H -0.332 6.052 -0.313 -0.0455 -0.0982 0.0225
```
Forces are in eV/Å.

total charge	+2
<S²>	0.77
HOMO level (spin up / spin down)	-14.593 / -14.591	eV
calculated total energy	-1217.04364	hartree
LUMO (spin up / spin down)	-5.529 / -9.960	eV
2S+1	2


3.
DFT (the ωB97M-V functional and the def2-TZVPD basis) results for a gas-phase ion, C14H18Br2FN2O2 (charge +1).

```
39
Properties=species:S:1:pos:R:3:forces:R:3
C -3.049 1.052 0.490 0.3951 0.0022 0.1761
C -2.460 1.089 1.877 -0.0230 0.0583 -0.1146
Br -2.985 2.554 2.910 -0.0173 0.0548 0.1412
C -1.606 0.172 2.334 -0.1913 0.2889 0.1340
Br -0.870 0.231 4.068 0.0662 -0.1872 -0.0396
C -1.210 -0.983 1.504 0.5242 -0.2612 -0.2531
C -2.101 -2.034 1.316 0.0677 0.3344 0.2393
N -1.760 -3.072 0.578 0.3394 -0.0404 -0.1545
N -0.611 -3.217 -0.066 -0.4198 0.0779 0.1737
C 0.262 -2.247 0.073 -0.0117 -0.0377 -0.0188
C 1.568 -2.425 -0.676 -0.1717 -0.2405 -0.2948
C 1.491 -3.331 -1.891 0.2769 0.2707 0.0997
F 2.465 -2.931 0.258 0.0875 0.1179 -0.0240
C 0.041 -1.104 0.887 -0.3152 -0.1099 0.2058
C 1.080 -0.048 1.018 -0.1629 0.2666 -0.0205
C 0.838 1.090 -0.006 0.2206 0.0112 -0.0057
C 2.151 1.751 -0.447 -0.3776 0.0235 0.2595
C 1.974 3.188 -0.904 0.0936 0.2593 -0.3511
O 1.752 3.283 -2.328 0.1492 -0.3601 0.3304
C 0.441 3.271 -2.681 0.5743 -0.8406 -0.1447
O -0.259 4.211 -2.639 -0.9686 1.1739 0.1771
H -3.784 0.256 0.412 -0.1604 -0.0497 -0.1301
H -3.517 1.997 0.252 -0.1583 0.0721 -0.0347
H -2.250 0.891 -0.231 -0.0330 -0.1390 -0.1784
H -3.077 -2.041 1.777 -0.1169 -0.1064 0.0058
H -2.406 -3.844 0.472 0.0487 -0.1177 -0.1132
H 1.932 -1.449 -0.992 0.0264 0.1651 0.1260
H 2.280 -3.050 -2.582 0.1562 -0.0846 -0.0282
H 0.550 -3.207 -2.415 -0.1622 -0.0840 -0.0091
H 1.639 -4.363 -1.599 -0.1867 -0.1715 0.0345
H 2.084 -0.447 0.922 0.0415 -0.2239 -0.1089
H 1.009 0.376 2.012 0.0814 0.0621 0.2250
H 0.216 1.845 0.469 -0.2235 0.0109 0.0155
H 0.289 0.709 -0.868 -0.0490 0.0191 -0.1531
H 2.597 1.178 -1.255 0.2892 -0.0540 -0.0130
H 2.830 1.753 0.404 0.1577 -0.0341 0.0460
H 2.858 3.781 -0.704 0.1737 -0.0184 -0.0518
H 1.142 3.666 -0.388 -0.0612 0.1174 0.0965
H 0.094 2.289 -3.021 0.0410 -0.2253 -0.2442
```
Forces are in eV/Å.

total charge	+1
SMILES	C/C(Br)=C(/Br)c1c[nH+]nc([C@H](C)F)c1CCCCOC=O
HOMO level	-12.663	eV
calculated total energy	-6051.85957	hartree
LUMO	-5.017	eV


4.
DFT (the ωB97M-V functional and the def2-TZVPD basis) results for a gas-phase ion, C14H18BrN2O2P (charge +2).

```
38
Properties=species:S:1:pos:R:3:forces:R:3
C 3.928 1.172 0.900 0.1472 0.0739 0.0873
C 4.270 0.113 -0.157 -0.0675 0.6242 0.1978
O 3.272 -0.921 -0.260 -0.1383 -0.2473 -0.0225
C 3.671 -2.110 0.383 -0.0747 -0.1523 0.6477
C 2.450 -3.094 0.518 0.8616 0.3298 -0.6614
N 1.225 -2.283 0.287 0.2385 -1.0763 0.9756
C 0.622 -2.248 -0.892 -0.5108 0.1630 -1.0705
C -0.489 -1.452 -1.090 -0.5015 0.5589 0.4382
C -0.986 -0.671 -0.039 0.0714 -0.3481 -0.2376
C -2.167 0.230 -0.253 -0.0931 0.6276 0.6783
C -3.027 0.159 -1.358 0.9770 -0.4792 0.5714
C -4.058 1.057 -1.473 -0.2400 -0.4263 -1.0417
N -4.278 2.018 -0.568 1.1067 0.2707 0.7289
P -5.684 3.158 -0.912 -2.1533 0.8136 -0.8525
O -5.022 4.452 -1.664 0.5924 -1.2501 0.9348
Br -6.314 4.002 1.054 0.7681 -0.3458 -0.5586
C -3.466 2.099 0.504 0.1975 0.7460 0.8690
C -2.418 1.245 0.703 0.4266 -1.1524 -0.8493
C -0.336 -0.772 1.203 -0.2829 0.3351 -0.1045
C 0.763 -1.583 1.333 -0.1892 0.2943 0.1273
H 2.895 1.543 0.803 0.2932 -0.2599 -0.0740
H 4.586 2.041 0.739 -0.1635 -0.3066 0.0724
H 4.098 0.842 1.935 -0.1226 -0.0549 -0.2989
H 4.299 0.631 -1.126 0.1347 -0.4833 0.1562
H 5.238 -0.360 0.069 -0.1712 0.3144 -0.2855
H 4.481 -2.605 -0.175 -0.1711 0.0638 0.3016
H 3.997 -1.873 1.412 0.1759 -0.1539 -0.3784
H 2.430 -3.556 1.512 -0.2408 0.3240 -0.2230
H 2.515 -3.920 -0.200 -0.3107 0.4461 -0.0197
H 0.992 -2.840 -1.728 0.2660 0.0044 0.4923
H -0.996 -1.413 -2.052 0.4711 -0.2312 0.1081
H -2.858 -0.605 -2.113 -0.3946 0.2964 0.0410
H -4.694 0.993 -2.360 -0.1339 0.2843 0.4589
H -4.179 4.229 -2.092 -0.1017 0.4540 -0.1544
H -3.639 2.898 1.227 -0.2589 -0.1480 -0.3569
H -1.748 1.323 1.553 -0.4212 0.3990 -0.0632
H -0.651 -0.227 2.090 0.0024 -0.2110 -0.2683
H 1.280 -1.672 2.287 0.0112 -0.0972 -0.3661
```
Forces are in eV/Å.

total charge	+2
HOMO level	-15.435	eV
calculated total energy	-3719.09146	hartree
LUMO	-8.240	eV


- The highest total charge belongs to which entry?
  C14H17O4SSe2W


- What is the calculated total energy in the fourth record?
  -3719.09146 hartree


- calculated total energy of number 4 (C14H18BrN2O2P)?
  -3719.09146 hartree